# C5H14NO2

A cluster of 2 separate species, C5H14NO2 in total (wB97M-V/def2-TZVPD, the OMol25 dataset).

```
! RIJCOSX wB97M-V def2-TZVPD def2/J DEFGRID3
* xyz 1 1
C -1.14323 1.63698 1.35166
O -1.82668 0.45824 0.85542
C 0.05418 1.92161 0.50870
C 1.23380 0.95103 0.51912
C 1.02211 -0.35722 -0.25910
C 0.18659 -2.45958 0.47215
N 0.02909 -1.20562 0.37055
H -1.80311 2.50319 1.42833
H -0.93593 1.42394 2.40276
H -2.67650 0.60304 0.44896
H 0.50087 2.91570 0.67477
H -0.15048 2.19484 -0.53719
H 2.08808 1.38121 -0.01860
H 1.68612 0.72548 1.48616
H 0.66790 -0.24517 -1.29407
H 2.02188 -0.77207 -0.40054
H -0.61977 -3.09784 0.82357
H 1.13487 -2.98125 0.40898
H -0.87208 -0.71943 0.63642
H -0.52967 -2.17001 -2.82565
H -0.05617 -1.29959 -4.00265
O -0.01188 -1.40746 -3.04976
*
```

Calculated total energy: -403.86688 Ha
LUMO: -4.21 eV
HOMO-LUMO gap: 0.397 Eh


# C5H14NO2S2

The ion C5H14NO2S2 with charge +1 (wB97M-V/def2-TZVPD, the OMol25 dataset).

```
! RIJCOSX wB97M-V def2-TZVPD def2/J DEFGRID3
* xyz 1 1
C -0.31784 -2.74404 1.68736
C 0.68335 2.95108 -0.17102
C -1.06268 -2.15137 0.56684
C 1.36894 1.06102 -1.34244
C 0.86549 -0.31158 -1.78684
N -0.46271 -0.95743 0.06592
O 0.29037 1.88445 -0.95284
O 0.83418 -1.08689 -0.57535
S -2.43674 1.37754 0.43233
S -0.61914 0.49819 0.97798
H -0.58746 -2.25995 2.68444
H -0.69470 -3.79422 1.82525
H 0.84112 -2.69982 1.44799
H -0.18981 3.33677 0.25404
H 1.43946 3.65670 -0.69581
H 1.17743 2.54362 0.73668
H -2.11273 -2.00542 0.89413
H -1.21236 -2.86639 -0.31207
H 1.92134 1.74517 -2.19472
H 2.02548 0.84170 -0.46301
H 1.50745 -0.93060 -2.49081
H -0.09141 -0.18738 -2.27681
H -2.05423 2.13911 -0.48958
H -1.11279 -0.04028 2.17836
*
```

Calculated total energy: -1200.07753 Ha
LUMO: -4.43 eV
HOMO-LUMO gap: 0.350 Eh


# C5H14NO4

A structure of composition C5H14NO4 (wB97M-V/def2-TZVPD, the OMol25 dataset).

```
! RIJCOSX wB97M-V def2-TZVPD def2/J DEFGRID3
* xyz -1 1
C 0.92226 -0.83760 -1.23719
N 2.27374 -1.06547 -0.69552
C 2.81837 -0.30155 0.31493
O 3.45376 -0.91638 1.15963
C -0.16361 -1.55368 -0.42372
C -1.50642 -0.69601 -0.61075
C -2.06991 -0.05203 0.73503
O -1.62826 1.22098 0.89239
H 0.78748 0.23078 -1.51640
H 0.83121 -1.35801 -2.24335
H 2.58780 -2.02082 -0.69754
H 2.78895 0.78775 0.34169
H -0.10925 -1.47359 0.67345
H -0.10240 -2.56655 -0.82249
H -1.40856 0.15449 -1.30916
H -2.34502 -1.21260 -1.11777
H -3.17187 -0.07867 0.69081
H -1.73742 -0.65953 1.61561
H 0.81260 1.62855 1.87979
H -0.62867 1.23865 1.73166
O 0.24612 1.07414 2.42268
H -0.53923 2.68149 -1.30124
H -1.27557 2.56976 0.08629
O -0.83608 3.20589 -0.56884
*
```

Calculated total energy: -554.62635 Ha
LUMO: 3.49 eV
HOMO-LUMO gap: 0.291 Eh


# C5H14NO4

A cluster of 3 separate species, C5H14NO4 in total (wB97M-V/def2-TZVPD, the OMol25 dataset).

```
! RIJCOSX wB97M-V def2-TZVPD def2/J DEFGRID3
* xyz 0 2
C 0.38601 2.23128 -0.96923
C -0.64747 1.87955 0.13033
C 0.19525 1.61973 1.45167
C 1.17507 0.43089 1.55453
N -1.54988 0.82269 -0.20635
C -1.52862 -0.67510 -0.35858
O -2.68262 -1.09422 -0.39281
O -0.42122 -1.19822 -0.44283
H 1.28063 2.64290 -0.51876
H -0.10757 2.84382 -1.72129
H 0.66433 1.33876 -1.53327
H -1.26713 2.73521 0.38791
H -0.55490 1.46322 2.23028
H 0.67333 2.57714 1.66113
H 2.19848 0.70271 1.30988
H 0.79284 -0.24770 0.79620
H 1.11275 -0.04307 2.52773
H -2.50090 1.15364 -0.05437
H 1.07332 -3.36512 -0.74844
H 2.43030 -3.11697 -1.48311
O 1.99146 -3.07850 -0.63303
H -0.68660 -2.72904 -1.58578
H -1.15893 -3.32353 -0.26114
O -0.86788 -3.57010 -1.14068
*
```

Calculated total energy: -554.54266 Ha
LUMO (alpha / beta): 0.18 / -3.71 eV
HOMO-LUMO gap (alpha / beta): 0.382 / 0.234 Eh